75
Properties=species:S:1:pos:R:3:forces:R:3 method="wB97M-V/def2-TZVPD" mol_weight_da=360.6 charge=-1 homo_lumo_gap_ev=3.3687
C 5.995072 1.816632 1.320643 -0.124 0.011 -0.539
C 6.004483 2.561015 -0.018837 -0.432 -0.691 0.011
C 5.308914 1.714688 -1.105029 -0.269 0.388 0.582
C 3.796191 1.944412 -1.107289 0.100 -0.135 -0.431
C 3.054268 0.819589 -1.845693 0.102 -0.404 0.444
C 2.290015 -0.095444 -0.872991 -0.060 1.023 -0.008
C 0.948143 0.542917 -0.462781 -0.240 -0.278 -0.437
C -0.289637 -0.317831 -0.741938 0.132 -0.326 0.730
C -1.444420 -0.090509 0.236621 -0.387 -0.187 -0.782
C -2.244612 1.178365 -0.015493 0.065 0.362 0.722
C -1.473915 2.469024 0.246596 -0.111 -0.057 -0.237
C -2.332399 3.714383 0.422764 0.623 0.280 -0.536
C -1.504241 4.972134 0.078299 -0.837 -0.222 0.587
C -0.225788 5.182719 0.890023 1.485 0.685 -0.875
N 0.822428 5.860541 0.101599 -0.347 -0.189 0.180
H 6.308698 0.787770 1.169386 0.235 -0.193 0.076
H 6.642705 2.279438 2.056955 -0.042 0.113 0.215
H 4.970835 1.775312 1.679375 -0.072 0.027 0.331
H 5.401942 3.455236 0.111438 0.309 0.481 -0.119
H 7.021620 2.805835 -0.306627 0.137 0.204 -0.053
H 5.462607 0.661612 -0.881326 0.271 -0.276 -0.087
H 5.712763 1.915401 -2.092800 0.089 0.008 -0.201
H 3.453698 2.007811 -0.077760 -0.180 0.005 0.183
H 3.562565 2.903476 -1.557449 0.041 0.266 -0.022
H 3.782721 0.203845 -2.373736 0.097 0.067 -0.268
H 2.365056 1.235935 -2.571159 -0.152 -0.009 -0.268
H 2.170592 -1.090770 -1.288906 -0.109 -0.213 0.013
H 2.903674 -0.136109 0.023880 0.212 -0.541 0.135
H 0.838791 1.475603 -1.000040 0.030 0.333 -0.027
H 0.935881 0.814328 0.587135 0.135 -0.026 0.249
H -0.656423 -0.199510 -1.758894 0.026 0.100 -0.261
H -0.004383 -1.367208 -0.639513 0.129 -0.137 -0.059
H -1.077765 -0.127797 1.259844 0.145 0.166 0.220
H -2.133969 -0.932198 0.142664 -0.067 -0.158 0.009
H -2.625445 1.206941 -1.036201 -0.085 -0.170 -0.171
H -3.117258 1.161363 0.642896 -0.181 -0.016 0.041
H -0.827251 2.660370 -0.604616 0.206 0.071 -0.144
H -0.803747 2.353534 1.090261 0.062 -0.107 0.287
H -3.136838 3.659966 -0.312591 -0.408 -0.033 0.122
H -2.750959 3.770051 1.425438 -0.192 -0.067 0.174
H -2.144576 5.848720 0.196010 -0.088 0.180 -0.039
H -1.265379 4.924677 -0.977847 0.374 -0.023 -0.226
H 0.168733 4.230347 1.260900 -0.281 -0.254 0.225
H -0.461222 5.802559 1.770152 -0.386 -0.143 0.299
H 1.635655 5.244945 0.112225 0.008 0.032 -0.005
C -0.134128 -4.108945 -2.607627 0.012 -0.051 0.140
C 1.277414 -4.083906 -3.168119 -0.087 0.007 -0.074
O 2.279202 -3.848901 -2.195797 0.102 0.071 -0.038
C 2.365258 -4.794654 -1.148578 -0.002 -0.033 0.088
C 2.675962 -6.207487 -1.615062 -0.073 -0.017 -0.097
H -0.339084 -3.194861 -2.049567 -0.006 0.023 -0.039
H -0.859828 -4.193666 -3.417397 0.018 0.020 -0.026
H -0.291831 -4.953283 -1.933989 -0.013 -0.026 -0.041
H 1.371054 -3.261859 -3.878152 0.055 0.030 0.039
H 1.489424 -5.005348 -3.724176 -0.018 -0.033 0.034
H 1.452770 -4.780069 -0.541633 -0.020 -0.043 -0.021
H 3.172558 -4.439564 -0.507538 -0.001 0.066 -0.033
H 1.864341 -6.629795 -2.209853 -0.015 -0.007 0.028
H 2.826403 -6.861189 -0.754811 0.021 0.021 0.017
H 3.580084 -6.218188 -2.225454 0.020 0.006 0.024
C -5.047521 -1.403466 4.378114 -0.128 -0.049 -0.052
C -4.412047 -0.983502 3.063088 0.055 0.089 0.052
O -4.670938 -1.873565 1.991551 0.098 -0.110 -0.024
C -6.029074 -2.033601 1.634246 -0.078 0.020 -0.049
C -6.701328 -0.749625 1.176987 0.025 0.073 0.072
H -4.751819 -2.421145 4.638119 0.039 0.012 0.008
H -4.732163 -0.731408 5.176738 0.030 0.004 -0.006
H -6.137731 -1.374367 4.333499 0.003 0.046 0.018
H -3.327796 -0.970280 3.173410 0.012 -0.040 -0.091
H -4.708959 0.035848 2.794292 -0.041 -0.001 0.031
H -6.592409 -2.494761 2.454869 -0.021 0.047 0.017
H -6.027132 -2.751819 0.813360 0.068 -0.015 0.011
H -6.783659 -0.020635 1.984348 -0.027 -0.013 0.005
H -7.711123 -0.961023 0.821802 0.009 -0.027 -0.019
H -6.133726 -0.289052 0.367740 0.001 -0.016 -0.014

=====

82
Properties=species:S:1:pos:R:3:forces:R:3 method="wB97M-V/def2-TZVPD" mol_weight_da=687.1 charge=+3 homo_lumo_gap_ev="7.1648 / 7.4047" de_lowest_kcal_mol=17.18 multiplicity=4 s2=3.803
Re 1.133239 -0.058419 0.182127 -1.422 1.506 -2.106
C -3.321601 -1.953230 1.221625 0.370 0.152 0.045
C -1.910546 -1.944707 0.650859 -0.188 -0.775 0.163
C -0.891032 -2.483966 1.648124 -0.431 0.313 -0.125
C -1.842268 -2.692815 -0.671011 -0.036 0.242 0.152
O -1.493760 -0.558517 0.412487 0.611 -0.202 0.341
Si -2.309733 0.637584 -0.309777 0.378 0.673 -0.113
S -0.009167 1.620974 -0.674013 0.751 -1.041 0.715
O -3.006021 1.767457 0.526702 -0.007 -0.382 -0.520
C -2.934542 2.521975 1.775405 -0.072 0.384 0.557
C -2.807387 3.991747 1.394178 -0.079 -0.311 -0.016
C -1.717955 2.044210 2.564415 -0.251 0.005 -0.244
C -4.235793 2.250862 2.522953 0.226 0.008 -0.221
O -2.818823 0.262261 -1.740867 0.390 -0.201 0.414
C -3.829750 0.681186 -2.713421 -0.655 0.313 -0.620
C -5.193351 0.295089 -2.159273 0.313 -0.075 -0.058
C -3.495436 -0.069729 -3.992765 -0.017 0.008 0.278
C -3.726523 2.186449 -2.918646 0.140 -0.367 0.166
H -3.626188 -2.977793 1.419145 -0.100 -0.044 -0.020
H -4.024369 -1.515629 0.515874 -0.175 0.004 -0.150
H -3.368510 -1.393512 2.152099 -0.014 0.040 0.159
H -1.188589 -3.462034 2.009683 0.024 -0.186 -0.015
H -0.805126 -1.813183 2.500791 0.015 0.023 0.093
H 0.075003 -2.586670 1.151361 0.314 -0.088 -0.053
H -2.003625 -3.756447 -0.515783 -0.011 -0.070 0.013
H -0.865817 -2.545381 -1.132851 0.132 -0.071 -0.076
H -2.599752 -2.314734 -1.350664 -0.065 -0.048 -0.140
H -1.886514 4.175513 0.844306 0.117 0.038 -0.036
H -2.807468 4.599478 2.295016 0.044 0.066 0.073
H -3.647754 4.304098 0.779944 -0.074 -0.004 -0.045
H -0.806424 2.225266 1.988946 0.031 0.084 0.088
H -1.802391 0.978164 2.769805 0.014 -0.115 0.118
H -1.661156 2.583576 3.506801 0.032 0.030 0.055
H -5.091741 2.564795 1.931223 -0.036 0.028 -0.076
H -4.250747 2.809759 3.454410 0.031 0.045 0.099
H -4.339991 1.192923 2.750901 -0.003 -0.125 0.053
H -5.260845 -0.779766 -2.007573 -0.014 -0.122 -0.007
H -5.964583 0.584440 -2.867163 -0.100 0.034 -0.033
H -5.383272 0.800481 -1.215178 -0.066 0.115 0.107
H -3.580358 -1.144597 -3.853807 -0.033 -0.103 0.040
H -2.483591 0.160706 -4.313545 0.118 0.071 -0.081
H -4.183504 0.226770 -4.777707 -0.079 0.030 -0.099
H -3.971533 2.713417 -2.000588 -0.067 0.144 0.100
H -4.420701 2.492200 -3.696273 -0.040 0.075 -0.026
H -2.718887 2.451606 -3.230033 0.113 0.098 -0.100
C 4.533558 -3.590481 -2.091311 0.073 0.033 -0.163
C 4.488045 -2.810750 -3.399575 0.124 -0.174 0.319
C 3.312531 -1.840683 -3.460782 0.234 -0.203 -0.064
S 3.413074 -0.672536 -2.057675 0.001 0.378 -0.991
O 1.953310 -0.833832 -1.424024 -0.711 -0.258 1.355
C 3.292503 0.982212 -2.839493 0.372 0.110 0.178
C 4.235238 1.917162 -2.090042 -0.034 0.014 0.204
C 3.828202 2.125904 -0.635614 0.081 0.192 -0.322
H 5.303053 -4.356124 -2.137978 0.072 -0.001 0.059
H 3.588330 -4.092883 -1.904104 -0.163 -0.080 0.072
H 4.769697 -2.934431 -1.252691 0.025 -0.047 0.154
H 4.374290 -3.517792 -4.222402 -0.030 0.174 -0.146
H 5.433090 -2.284236 -3.550876 -0.050 0.004 -0.126
H 2.362960 -2.361986 -3.337212 -0.089 0.086 0.114
H 3.297972 -1.280783 -4.392829 -0.100 0.203 0.067
H 2.246062 1.287135 -2.755653 0.008 -0.152 -0.067
H 3.570653 0.907621 -3.889723 -0.066 -0.231 -0.007
H 4.255061 2.875258 -2.609945 0.006 -0.020 -0.055
H 5.249844 1.516177 -2.127186 0.021 0.038 -0.105
H 2.919259 2.718513 -0.552977 -0.105 0.028 0.005
H 4.619227 2.643621 -0.102962 0.029 0.015 0.181
H 3.671775 1.159265 -0.143454 0.052 -0.142 0.258
C 3.823630 -0.756389 4.539985 0.550 0.209 0.958
N 2.950751 -0.830199 3.386773 -1.135 0.839 -0.783
C 3.060365 -2.028162 2.580848 0.042 -0.586 -0.407
C 2.069484 0.118767 3.123034 1.521 -0.443 1.282
C 1.941630 1.298466 4.019212 -0.179 0.186 -0.167
O 1.312606 0.027899 2.089195 -0.600 -0.232 -0.632
H 4.505998 -1.604761 4.542175 -0.156 0.043 -0.077
H 3.257222 -0.769379 5.471865 -0.050 -0.065 -0.062
H 4.422110 0.154440 4.522329 -0.020 -0.011 -0.082
H 2.583472 -2.867098 3.094598 0.051 0.056 -0.034
H 4.111290 -2.270125 2.413897 -0.104 0.090 0.038
H 2.575761 -1.907161 1.607645 0.109 -0.067 0.154
H 1.661356 1.000992 5.028187 0.002 -0.126 0.082
H 1.188483 1.984845 3.637969 0.043 -0.071 -0.034
H 2.896991 1.819661 4.092555 0.048 0.010 -0.003